ORCA calculation (the ωB97M-V functional and the def2-TZVPD basis) on 18 unconnected molecules or ions with the total composition C60H137N18O18 at a distorted geometry.

Structure (XYZ):
```
233
Properties=species:S:1:pos:R:3:forces:R:3
H -0.561 -7.152 -25.026 0.3 0.4 0.2
C -6.505 -5.293 -26.308 -0.8 0.7 -0.1
H -2.626 9.156 -21.818 -0.7 -0.3 -0.4
H -11.545 3.723 -26.444 0.4 0.4 0.2
H -5.172 -0.744 -26.674 -0.4 0.7 0.8
H -8.403 3.001 -17.167 -0.5 -0.1 -0.6
C -5.266 -6.004 -26.720 0.5 0.9 -0.5
C -9.946 5.469 -25.249 0.3 0.2 -0.6
H -2.890 -5.137 -28.872 0.1 -0.2 0.1
H -11.974 -0.319 -27.069 -0.3 0.4 -0.7
H -10.372 -4.137 -21.280 -0.1 0.7 -0.4
H -9.372 -7.982 -26.276 0.1 -1.0 0.0
N -2.714 0.253 -23.013 -0.2 -1.2 -1.5
H -2.125 -6.857 -25.614 -0.4 0.2 0.1
H -10.811 1.004 -26.736 0.0 -0.1 0.2
H -7.297 -0.859 -27.385 -0.2 0.2 -0.3
H -2.040 2.009 -25.547 -0.2 0.1 0.1
C -10.626 -3.708 -20.311 -0.5 -1.4 1.5
C -5.655 -6.905 -22.564 0.1 0.0 -0.5
H -9.934 -4.165 -19.603 0.3 0.3 0.0
N -6.119 4.974 -28.846 -1.1 0.0 -0.4
H -8.269 4.671 -17.789 0.0 0.0 0.0
O -5.820 3.481 -19.047 -0.9 -0.6 0.5
C -1.676 -4.001 -25.307 -1.6 0.3 -0.2
H -3.663 -3.174 -25.230 0.1 -0.2 0.2
H -8.104 -3.475 -15.340 -0.1 -0.4 0.0
H -9.970 -6.078 -26.108 0.1 0.3 0.4
H -0.882 -0.727 -22.463 -0.2 0.5 -0.1
H -6.255 3.118 -23.344 0.1 0.1 -0.1
H -7.157 -4.610 -16.403 0.2 0.1 0.4
N -10.712 -2.303 -20.076 0.2 1.0 -0.4
C -8.339 5.801 -21.680 -0.5 0.2 -0.2
H -8.399 -1.776 -22.377 0.4 -0.3 0.0
C -6.814 -0.900 -23.655 1.0 -1.0 0.8
H -4.801 -1.891 -23.460 -0.2 -0.1 -0.4
C -10.370 -0.072 -28.621 -1.5 -1.3 1.7
H -7.518 3.816 -24.390 -0.5 -0.3 0.2
H -3.708 -1.400 -20.297 0.0 -0.1 0.2
H -2.958 -0.997 -28.188 0.5 -0.1 0.2
H -3.460 3.106 -25.194 0.0 -0.5 0.2
H -3.062 -3.936 -23.708 -0.2 0.3 0.1
H -3.597 -4.981 -24.982 -0.2 0.1 -0.2
N -6.675 7.465 -25.311 0.2 -0.8 -2.2
C -8.242 3.872 -28.428 0.4 0.4 0.2
H -8.970 4.992 -25.161 -0.1 -0.3 0.2
H -4.419 1.854 -20.933 0.3 0.2 0.1
H -6.893 -3.324 -20.066 0.3 0.2 -0.6
H -9.502 1.869 -19.292 -0.3 0.1 0.0
H -5.200 -0.803 -22.220 -0.2 0.0 0.3
C -5.732 6.956 -24.537 0.5 0.4 3.4
H -8.210 1.118 -30.209 0.1 -0.3 -0.1
C -8.480 1.511 -23.279 0.5 -0.2 -0.6
H -4.281 1.142 -29.373 0.0 -0.3 0.2
H -6.621 0.356 -18.086 -0.2 -0.1 0.3
O -4.845 -6.911 -26.054 0.7 -2.1 0.9
O -2.696 -1.971 -17.458 -1.8 -2.0 -1.0
N -11.660 3.728 -25.441 -0.8 -1.1 -2.8
H -2.413 9.543 -20.184 -0.2 -0.2 0.3
C -7.100 -1.516 -28.232 0.1 -0.6 0.3
C -11.032 4.609 -24.680 0.7 0.1 1.3
O -5.517 7.374 -23.374 -0.7 0.2 -1.8
C -1.618 -0.692 -23.266 -0.8 0.1 -0.1
H -10.845 -4.035 -24.442 -0.1 0.3 -0.3
H -9.603 -0.211 -23.901 -0.1 -0.2 0.1
H -3.807 -6.569 -29.391 0.4 -0.2 -0.1
C -3.859 2.052 -21.846 -0.6 0.1 -1.2
H -12.072 8.348 -20.916 0.0 -0.2 -0.3
C -12.611 2.728 -25.023 -0.3 -0.5 1.1
C -7.225 4.987 -28.092 -0.6 -1.3 -1.7
H -5.918 -2.427 -22.213 -0.4 0.0 -0.1
C -1.363 -6.417 -24.971 -0.2 -0.5 -0.2
C -9.200 -7.810 -25.213 -0.3 0.4 -1.6
O -9.531 7.828 -19.973 -0.7 -0.3 -0.4
C -8.059 1.402 -25.722 -0.1 -0.5 -0.4
H -4.519 -3.493 -16.127 0.2 -0.2 -0.1
H -4.371 -4.793 -17.399 -0.5 0.0 0.2
H -7.395 -5.703 -22.419 -0.1 -0.2 0.0
N -4.221 6.929 -21.087 -0.2 -0.6 -0.5
O -1.197 -2.972 -25.679 0.9 2.6 -0.6
C -4.868 5.839 -25.030 -0.2 0.2 -0.7
N -10.052 1.115 -29.232 -0.2 -0.9 0.2
H -2.087 3.735 -26.062 0.3 -0.2 0.2
H -5.163 6.718 -28.041 -0.4 -0.2 -0.2
H -7.011 9.335 -24.511 0.2 0.0 0.1
C -3.465 7.727 -20.335 1.3 -1.0 0.5
H -5.390 -0.850 -17.576 0.3 0.4 -0.2
H -9.698 0.168 -22.131 -0.8 0.2 -0.3
C -2.711 1.126 -22.028 1.5 -0.2 2.2
H -6.124 4.348 -29.639 0.3 0.0 0.3
N -9.741 6.240 -21.572 0.2 -0.9 0.4
H -7.446 -1.153 -29.200 0.2 0.3 0.1
C -7.514 8.580 -25.115 -0.4 1.4 1.9
C -3.156 -2.339 -20.239 0.5 -0.9 0.6
H -13.509 2.655 -25.636 0.0 0.6 -0.1
C -6.156 -5.197 -20.946 0.2 1.3 2.1
C -2.669 2.830 -25.891 -0.9 0.5 -1.0
H -5.957 1.201 -28.835 0.1 0.0 0.7
C -10.943 0.015 -27.176 0.2 0.3 -0.4
C -7.256 -4.305 -20.372 0.7 0.2 0.3
H -1.739 -6.395 -23.948 0.0 0.0 0.0
H -6.140 3.120 -25.136 0.5 0.1 0.2
H -7.433 -2.881 -24.375 0.3 0.0 0.4
H -4.006 -4.072 -19.460 -0.4 -0.2 0.3
H -9.855 6.399 -24.687 -0.3 0.0 -0.1
H -2.991 -4.399 -16.435 -0.1 0.1 0.5
H -12.154 6.577 -21.461 -0.4 0.5 -0.2
H -4.464 5.247 -24.210 -0.2 0.2 0.0
H -4.942 1.858 -26.602 -0.5 -0.6 0.3
H -3.342 -2.955 -21.118 0.2 0.4 -0.3
H -6.076 -7.146 -23.540 0.1 -0.3 0.1
H -7.541 -0.418 -21.633 0.1 0.0 0.1
H -4.516 1.918 -22.706 -0.4 0.0 0.0
H -7.384 -5.731 -26.782 0.0 -0.1 -0.2
H -9.071 3.845 -27.720 0.2 0.2 0.2
H -8.599 -3.884 -17.016 -0.1 0.3 0.2
N -9.648 -6.412 -25.210 0.0 -0.3 0.3
C -3.126 -4.016 -24.794 1.0 -1.0 0.1
C -3.414 -1.595 -27.399 0.2 -0.2 0.3
O -5.293 0.423 -25.152 -1.6 -0.3 0.9
N -0.948 -5.102 -25.430 0.5 -2.8 0.5
C -3.422 -6.025 -28.529 -1.6 0.2 0.7
H -8.661 4.077 -29.413 0.1 -0.1 -0.1
H -5.502 5.717 -19.993 0.0 -0.2 0.1
C -7.332 -1.697 -17.754 -1.1 1.9 -2.4
H -4.298 5.171 -28.136 0.9 0.6 -0.2
H -7.012 3.852 -16.822 0.4 0.4 -0.5
H -6.209 -2.314 -16.254 0.1 -0.1 -0.4
H -10.835 0.192 -19.682 0.0 0.4 -0.3
H -8.616 0.469 -25.801 -0.1 -0.1 0.3
H 0.004 -5.007 -25.753 -0.3 0.4 0.0
N -6.485 -5.863 -22.010 -0.2 -0.7 -1.5
N -4.645 -5.528 -27.816 0.9 0.6 -0.7
C -9.206 2.708 -19.921 0.7 -0.3 -0.1
H -3.543 0.150 -23.580 -0.2 0.2 -0.4
H -9.567 0.331 -31.094 0.2 0.1 0.0
N -7.719 2.766 -19.936 -2.5 -0.2 -0.2
O -2.388 2.612 -28.232 -0.6 0.2 -0.4
H -12.176 7.026 -19.771 0.1 0.0 0.1
C -9.762 -4.117 -24.350 -0.5 -0.5 0.0
H -2.798 -6.662 -27.903 -0.1 0.1 0.0
H -8.010 1.940 -22.394 -0.2 -0.2 0.2
H -4.042 9.700 -20.784 0.0 0.2 -0.5
O -12.912 -2.142 -20.701 2.5 1.0 1.3
H -4.866 -4.582 -28.092 -0.4 0.1 -0.3
H -7.370 1.335 -26.564 0.3 0.4 0.0
H -12.160 0.408 -20.933 0.4 -0.1 -0.1
C -3.887 -3.966 -16.878 0.4 -0.7 -0.5
O -5.065 -5.335 -20.379 0.0 0.0 0.0
H -1.171 -0.448 -24.230 0.3 -0.1 0.1
O -10.301 -1.221 -29.054 0.8 1.6 -0.9
H -10.302 5.614 -22.132 -0.8 0.4 0.1
H -6.667 -5.368 -25.232 0.3 0.0 0.0
H -8.131 -7.972 -25.080 0.0 0.4 0.5
N -3.546 -3.232 -19.139 -0.7 0.2 -2.1
H -7.948 6.373 -22.522 0.9 -0.1 0.3
H -3.854 5.126 -20.045 0.0 0.2 0.0
H -9.776 -8.531 -24.633 -0.1 0.4 0.2
C -7.370 1.565 -24.375 -0.6 -1.4 0.5
H -10.025 5.652 -26.320 -0.3 0.2 0.0
O -1.774 1.109 -21.232 0.2 0.6 0.4
H -7.756 2.897 -28.422 0.0 0.0 -0.1
H -6.499 -2.020 -25.571 0.0 0.4 0.2
C -7.031 3.270 -18.908 2.2 1.4 0.4
H -8.788 2.200 -25.866 0.0 0.3 -0.2
H -7.844 9.126 -25.999 0.2 -0.7 -0.4
C -11.848 -1.609 -20.244 -3.2 -0.9 -2.1
H -9.629 2.574 -20.916 0.4 -0.3 -0.1
H -4.055 6.369 -25.526 0.3 -0.3 -0.2
N -6.340 0.438 -24.117 -0.1 1.8 0.0
H -7.216 2.553 -20.785 0.1 0.1 0.2
N -4.828 -1.338 -27.414 0.0 -0.2 0.6
C -9.063 0.129 -23.017 0.7 0.6 0.9
H -9.905 -1.770 -19.782 0.3 -0.4 0.2
C -6.803 3.001 -24.279 1.0 -1.1 -0.6
C -3.140 9.092 -20.859 0.3 0.9 0.4
H -12.206 1.717 -25.054 0.4 0.0 0.1
C -4.977 5.842 -28.662 0.2 -0.8 0.0
H -9.672 3.634 -19.582 0.3 0.1 0.3
H -7.514 -4.692 -19.386 -0.4 -0.5 -0.2
H -2.052 -1.689 -23.342 0.0 -0.1 -0.1
C -3.363 -2.976 -17.877 2.1 2.9 2.5
H -9.479 -3.552 -23.462 0.2 -0.1 -0.2
H -9.254 -3.755 -25.244 -0.2 0.2 0.1
O -7.454 5.853 -27.289 -0.6 0.8 1.3
H -10.376 1.972 -28.807 0.3 -0.3 0.0
H -4.911 4.905 -21.427 0.1 0.4 -0.4
H -8.331 4.740 -21.928 -0.2 -0.1 -0.4
H -9.422 2.114 -30.960 -0.2 -0.1 -0.1
O -11.274 4.617 -23.483 -0.1 0.3 1.0
H -7.651 -2.448 -28.106 -0.2 0.0 0.2
H -4.556 7.236 -21.989 -0.1 0.0 0.1
C -7.226 -1.887 -24.770 -0.6 0.2 0.4
C -7.757 -3.702 -16.348 -0.4 0.2 -0.5
H -3.485 3.075 -21.887 0.0 0.0 0.4
H -4.651 6.128 -29.662 0.5 0.1 0.3
H -5.385 5.209 -25.754 0.1 0.0 0.0
C -5.007 1.735 -28.817 1.3 0.1 0.7
C -7.738 3.733 -17.626 0.2 -0.7 0.3
H -2.093 -2.132 -20.110 -0.1 0.3 -0.3
C -9.271 1.161 -30.453 -0.1 0.2 0.1
H -12.543 0.187 -19.260 0.0 -0.2 0.1
H -8.376 8.310 -24.504 -0.4 0.0 -0.1
C -10.256 7.165 -20.717 0.9 0.3 0.4
N -6.995 -2.571 -16.833 1.2 -0.8 1.6
C -4.632 5.605 -20.639 -0.1 0.3 0.7
H -6.481 -4.245 -26.606 -0.1 0.1 0.1
H -4.623 -6.594 -22.729 -0.1 0.3 0.1
H -5.109 2.613 -29.455 0.0 0.3 0.3
H -9.284 2.179 -23.587 0.0 0.3 0.0
H -10.481 -0.759 -26.564 0.7 0.3 -0.1
H -5.619 -7.779 -21.915 -0.1 -0.1 0.0
C -9.485 -5.586 -24.157 0.3 0.3 -0.3
C -7.953 -0.800 -22.567 0.3 0.4 -1.8
C -5.644 -1.580 -22.843 0.5 1.0 -0.6
H -7.737 5.816 -20.771 -0.2 0.8 0.0
O -5.224 -2.672 -29.165 -0.4 -0.2 0.4
O -9.081 -6.031 -23.099 0.2 -0.3 0.8
H -12.891 2.919 -23.987 -0.1 0.1 -0.1
C -5.646 -1.901 -28.281 0.4 -0.2 -1.5
H -6.845 6.957 -26.167 0.1 -0.1 -0.1
C -11.782 7.311 -20.747 0.8 -0.7 0.2
H -5.997 -0.759 -19.230 -0.2 -0.5 0.0
C -6.280 -0.675 -18.181 0.3 -0.4 0.8
N -4.440 2.059 -27.455 -1.8 -0.1 -1.7
H -8.117 -4.201 -21.032 0.1 -0.1 0.2
H -3.166 -2.650 -27.517 -0.2 0.0 -0.5
O -8.433 -1.688 -18.313 0.0 -0.4 0.1
O -2.966 7.352 -19.276 -0.3 0.2 0.2
H -8.204 -1.570 -25.135 0.0 0.1 -0.6
H -11.572 -4.144 -19.990 -0.2 0.0 -0.4
H -3.032 -1.389 -26.399 0.1 0.6 -0.2
C -3.198 2.503 -27.312 2.2 -0.1 0.5
C -11.826 -0.100 -20.029 0.3 -0.6 0.6
```
Positions in Å, forces in eV/Å.

Values from the calculation:
Energy relative to the best compared isomer or geometry (same formula, charge and spin): 3.96 kcal per mole
Net charge: -1
DFT total energy: -4708.5852 Ha
HOMO: -0.168 Ha